1.
Density functional theory data (wB97M-V/def2-TZVPD) for the molecule C15H9N7O6S at a distorted geometry.

The value obtained for the frontier orbital gap is 7.199 eV. The net charge is 0.

Positions of all 38 atoms, in Å:
C (-3.8670, -3.0656, 1.4482)
C (-2.4775, -3.1915, 1.2732)
C (-1.8134, -1.9905, 1.0037)
C (-2.3980, -0.7496, 0.8904)
C (-3.7731, -0.6483, 1.0271)
C (-4.4879, -1.8320, 1.3133)
S (-1.1847, 0.5263, 0.6131)
C (0.0249, -0.6708, 0.5583)
N (1.2835, -0.6715, 0.2437)
C (1.8686, -1.9991, 0.4348)
C (0.6510, -2.8753, 0.8159)
N (-0.4453, -1.8982, 0.8490)
H (-4.4385, -3.9693, 1.7040)
H (-1.9370, -4.1335, 1.3536)
H (-4.2155, 0.3130, 0.9189)
H (-5.5609, -1.7642, 1.4400)
H (2.3865, -2.3470, -0.4691)
H (2.5900, -1.9284, 1.2594)
H (0.4490, -3.6525, 0.0342)
H (0.7907, -3.3041, 1.8417)
O (0.5844, 5.1675, -3.1803)
N (0.9832, 4.5796, -2.1878)
C (1.2132, 3.2920, -1.7349)
C (1.4774, 3.3738, -0.3641)
N (1.6994, 4.6477, 0.0271)
O (1.3368, 5.3829, -1.0421)
C (1.6177, 2.1630, 0.4043)
N (2.2761, 2.1965, 1.6824)
O (2.2299, 3.2234, 2.4207)
O (3.0069, 1.1920, 2.0261)
C (1.8037, 0.8898, -0.3083)
C (1.3422, 0.8373, -1.6421)
N (1.0272, -0.1992, -2.5397)
O (1.2954, -1.4280, -2.6323)
O (0.3761, 0.4042, -3.6348)
N (0.4342, 1.7596, -3.5401)
C (1.0370, 2.0352, -2.3542)
H (2.8135, 0.3345, 0.0466)

=====

2.
Density functional theory data (wB97M-V/def2-TZVPD) for a structure of composition C16AlB4O32 at a distorted geometry.

The value obtained for the frontier orbital gap (spin up / spin down) is 7.850 / 3.357 eV. The expectation value of S² is 0.760. The net charge is -2. As for the spin multiplicity: 2.

Positions of all 53 atoms, in Å:
Al (2.2446, -5.1815, -13.0563)
O (-0.4254, -6.4454, -4.4032)
C (-0.5182, -5.7274, -5.4775)
O (0.5087, -5.3084, -6.2403)
B (-0.0006, -4.3685, -7.2354)
O (-1.4525, -4.2387, -6.9936)
C (-1.8064, -5.0297, -6.0259)
O (-2.8940, -5.1102, -5.4760)
O (0.2972, -4.8079, -8.6568)
C (0.9863, -3.9354, -9.3139)
O (1.4485, -4.0886, -10.4678)
C (1.2094, -2.7682, -8.3887)
O (0.7043, -3.0944, -7.1800)
O (1.8311, -1.7857, -8.7752)
O (7.1501, -2.4958, -19.1772)
C (7.2099, -2.7924, -18.0102)
O (6.2331, -3.2203, -17.2889)
B (6.7995, -3.6564, -16.0182)
O (8.2658, -3.4485, -16.0813)
C (8.5213, -3.0263, -17.2648)
O (9.5773, -2.6516, -17.7875)
O (6.0954, -2.8718, -15.0315)
C (5.3963, -3.6437, -14.3131)
O (4.5740, -3.3356, -13.3782)
C (5.6367, -5.0875, -14.7794)
O (6.5231, -5.0797, -15.7435)
O (5.0465, -6.0734, -14.2500)
O (2.0943, -7.7017, -14.5752)
C (2.4616, -7.8930, -15.6898)
O (2.5375, -7.0342, -16.6242)
B (3.3160, -7.4933, -17.7876)
O (3.5802, -8.9150, -17.3784)
C (3.1022, -9.1944, -16.2238)
O (3.3242, -10.2395, -15.5775)
O (4.4923, -6.6281, -18.0606)
C (4.2958, -5.9569, -19.1719)
O (4.8595, -4.9122, -19.5765)
C (2.9375, -6.3894, -19.7464)
O (2.4600, -7.4230, -18.9861)
O (2.4051, -6.0628, -20.8307)
O (-3.8171, -7.6137, -7.1521)
C (-3.0181, -8.0083, -7.9666)
O (-2.1575, -7.2319, -8.6188)
B (-1.4903, -7.9286, -9.7235)
O (-1.9885, -9.3180, -9.5585)
C (-3.0028, -9.3786, -8.6079)
O (-3.8186, -10.2864, -8.4421)
O (-0.0424, -7.8464, -9.5157)
C (0.5201, -7.3212, -10.5483)
O (1.7110, -7.0060, -10.7578)
C (-0.5944, -7.1184, -11.5710)
O (-1.7548, -7.3815, -11.0660)
O (-0.3288, -6.6881, -12.6703)

=====

3.
Density functional theory data (wB97M-V/def2-TZVPD) for a structure of composition C16H10Cl3F5HoNO5Se at a distorted geometry.

The value obtained for the frontier orbital gap (spin up / spin down) is 5.293 / 5.291 eV. The expectation value of S² is 6.004. The net charge is 0. As for the spin multiplicity: 5.

Positions of all 42 atoms, in Å:
Ho (0.0031, 0.5537, -1.4276)
N (-1.8394, 3.0074, 1.1531)
C (-2.1485, 3.9339, 0.0439)
C (-1.5126, 3.5905, -1.3346)
O (-1.6744, 4.4790, -2.1886)
O (-0.8947, 2.4661, -1.4846)
H (-0.7888, 2.7361, 1.1762)
H (-2.3880, 2.1345, 1.0120)
H (-2.1263, 3.4531, 2.0277)
H (-1.8620, 4.9504, 0.2700)
H (-3.2218, 3.9032, -0.1958)
Se (1.6138, 2.4915, 0.7869)
C (2.3513, 1.2103, 1.9354)
C (1.5439, 0.3454, 2.7447)
C (2.0729, -0.7839, 3.3679)
C (3.4742, -0.9630, 3.4314)
C (4.3223, -0.0324, 2.7796)
C (3.7570, 1.0574, 2.0986)
H (0.4758, 0.5312, 2.7674)
H (1.3878, -1.4791, 3.8652)
H (3.9292, -1.8223, 3.8919)
H (5.3842, -0.1678, 2.7718)
H (4.4264, 1.7117, 1.5521)
F (-2.1840, -5.6105, -0.9675)
C (-2.0230, -4.3632, -0.5100)
C (-3.1002, -3.6305, 0.0065)
F (-4.3338, -4.1775, 0.0473)
C (-2.9337, -2.2805, 0.2600)
F (-3.9592, -1.5153, 0.7287)
C (-1.7143, -1.6558, -0.0593)
O (-1.5929, -0.3055, -0.2152)
C (-0.6006, -2.4869, -0.1858)
F (0.5807, -1.8202, -0.5298)
C (-0.7262, -3.8221, -0.4939)
F (0.3606, -4.5458, -0.8779)
Cl (2.3413, -0.3462, -2.3802)
C (1.2155, 0.2439, -4.1799)
Cl (2.2809, -0.0726, -5.5220)
Cl (0.9016, 1.9577, -4.0076)
C (0.0210, -0.7471, -4.1073)
O (-0.8548, -0.4269, -3.1772)
O (0.0356, -1.7021, -4.8735)

=====

4.
Density functional theory data (wB97M-V/def2-TZVPD) for a structure of composition C16H11Cl4IN6OS2Zn at a distorted geometry.

The value obtained for the frontier orbital gap is 7.285 eV. The net charge is 0.

Positions of all 42 atoms, in Å:
Zn (-0.2670, 1.1496, -0.8593)
Cl (4.2549, -3.8515, -1.8103)
C (2.9899, -2.6779, -1.9779)
C (2.1992, -2.6851, -3.1056)
C (1.1767, -1.7571, -3.2420)
I (-0.0960, -1.7255, -4.9092)
C (0.9002, -0.7891, -2.2810)
O (-0.0581, 0.0565, -2.4154)
C (1.7407, -0.7809, -1.1227)
N (1.4730, 0.1671, -0.2078)
C (2.2042, 0.2438, 0.8782)
C (3.2602, -0.6389, 1.1339)
C (3.5428, -1.6312, 0.2304)
C (2.7893, -1.7281, -0.9559)
H (2.3734, -3.4152, -3.8805)
H (1.9597, 1.0318, 1.5778)
H (3.8376, -0.5328, 2.0388)
H (4.3357, -2.3419, 0.4114)
C (-0.1630, -1.7333, 4.1195)
C (-1.5200, -1.3635, 3.5157)
C (-1.3750, -0.0988, 2.7649)
N (-1.1059, -0.0055, 1.5244)
N (-0.9111, 1.2437, 1.0899)
C (-1.0144, 2.1593, 2.0233)
N (-0.7604, 3.4493, 1.8331)
S (-1.4160, 1.4714, 3.5820)
H (-0.2620, -2.6024, 4.7631)
H (0.2214, -0.9015, 4.7079)
H (0.5448, -1.9604, 3.3245)
H (-2.2643, -1.2407, 4.3066)
H (-1.8441, -2.1425, 2.8257)
H (-0.5367, 3.7611, 0.8863)
H (-0.9788, 4.1223, 2.5460)
S (-0.0555, 3.4762, -1.3072)
C (-1.6925, 3.7090, -1.4054)
N (-2.8263, 3.9030, -1.4667)
Cl (-2.6383, 2.2906, -4.4758)
C (-3.6418, 1.1652, -3.5182)
Cl (-3.7908, -0.4093, -4.3359)
Cl (-5.2431, 1.8691, -3.2241)
C (-2.9639, 0.9598, -2.2745)
N (-2.3787, 0.7842, -1.3080)

=====

5.
Density functional theory data (wB97M-V/def2-TZVPD) for the ion C16H11N2O5S3 with charge -1 at a distorted geometry.

The value obtained for the frontier orbital gap is 6.896 eV. The net charge is -1. As for the SMILES: Cc1nc2ccc(OCc3nc4ccc(OS(=O)(=O)[O-])cc4s3)cc2s1.

Positions of all 37 atoms, in Å:
O (-5.9191, -1.7712, 7.1470)
O (-4.0461, -0.2593, 6.9798)
O (-3.7115, -2.5433, 7.8109)
N (3.8586, 0.7794, -4.9509)
N (-0.4350, -0.5820, 1.5201)
O (-0.5943, -0.0356, -1.7384)
O (-4.1919, -2.1381, 5.2574)
S (2.6484, 3.0835, -4.7594)
S (-2.7694, 0.4145, 1.0744)
C (4.0332, 2.0345, -5.2550)
C (-1.1297, 0.1217, 0.6931)
C (2.4160, -0.6388, -3.6565)
C (-0.8530, -1.7180, 3.8117)
C (1.2688, -0.9001, -2.8550)
C (-1.8007, -2.0035, 4.9066)
C (0.7660, 1.4505, -3.2169)
C (-3.4300, -0.7406, 3.5565)
C (2.7907, 0.5414, -4.2392)
C (-1.1258, -0.9691, 2.6622)
C (0.4352, 0.2141, -2.5935)
C (-3.1053, -1.5655, 4.6454)
C (1.9994, 1.6448, -3.9817)
C (-2.5142, -0.5307, 2.5917)
C (5.1273, 2.5992, -6.0433)
C (-0.3661, 0.7063, -0.4973)
S (-4.4515, -1.6817, 6.8327)
H (3.1028, -1.4671, -3.6456)
H (0.2416, -2.0799, 3.8422)
H (1.1763, -1.8205, -2.3243)
H (-1.5537, -2.5790, 5.8045)
H (0.1488, 2.2957, -3.0194)
H (-4.4575, -0.4017, 3.3069)
H (5.6513, 1.7165, -6.2562)
H (5.8325, 3.1697, -5.4744)
H (4.9260, 3.1834, -6.9024)
H (0.7131, 0.7185, -0.2934)
H (-0.6813, 1.7519, -0.7403)

=====

6.
Density functional theory data (wB97M-V/def2-TZVPD) for the molecule C16H11N3OS.

The value obtained for the frontier orbital gap is 8.392 eV. The net charge is 0. As for the SMILES: N#CS[C@H](c1ccccc1)c1nc2ccccc2[nH]c1=O.

Positions of all 32 atoms, in Å:
N (1.0020, 1.4357, 3.1466)
C (0.7212, 2.0927, 2.2478)
S (0.3035, 3.0656, 0.9534)
C (0.4325, 1.7858, -0.3957)
C (0.4566, 0.4401, 0.2553)
N (1.5482, -0.2346, 0.2296)
C (1.6142, -1.4392, 0.8669)
C (2.8069, -2.1698, 0.8451)
C (2.8886, -3.3692, 1.5122)
C (1.7879, -3.8616, 2.2134)
C (0.6022, -3.1616, 2.2467)
C (0.5019, -1.9458, 1.5718)
N (-0.6530, -1.2107, 1.5560)
C (-0.7869, 0.0002, 0.9227)
O (-1.8329, 0.6174, 0.9336)
H (-1.4590, -1.5457, 2.0731)
H (-0.2512, -3.5400, 2.7904)
H (1.8662, -4.8020, 2.7376)
H (3.8083, -3.9332, 1.5000)
H (3.6442, -1.7624, 0.3019)
C (-0.6878, 1.9024, -1.3952)
C (-1.5384, 2.9938, -1.4591)
C (-2.5392, 3.0427, -2.4142)
C (-2.6970, 2.0040, -3.3134)
C (-1.8450, 0.9136, -3.2583)
C (-0.8447, 0.8623, -2.3063)
H (-0.1768, 0.0128, -2.2670)
H (-1.9603, 0.0981, -3.9569)
H (-3.4818, 2.0411, -4.0540)
H (-3.1993, 3.8963, -2.4499)
H (-1.4317, 3.8078, -0.7578)
H (1.4005, 1.9634, -0.8762)

=====

7.
Density functional theory data (wB97M-V/def2-TZVPD) for a structure of composition C16H11N4OS5W at a distorted geometry.

The value obtained for the frontier orbital gap (spin up / spin down) is 6.306 / 6.696 eV. The expectation value of S² is 2.026. The net charge is +1. As for the spin multiplicity: 3.

Positions of all 38 atoms, in Å:
W (0.6387, -1.8359, -0.0891)
N (2.6141, 0.1068, 3.3296)
C (1.8429, -0.2811, 2.3071)
S (1.9727, -1.9812, 1.8632)
N (1.0743, 0.6157, 1.7523)
N (0.3386, 0.1026, 0.6934)
C (-0.4405, 0.9259, 0.0416)
C (-0.6254, 2.3504, 0.3912)
C (-0.3907, 3.3279, -0.5772)
C (-0.5517, 4.6688, -0.2627)
C (-0.9787, 5.0309, 1.0047)
C (-1.2223, 4.0613, 1.9672)
C (-1.0283, 2.7231, 1.6727)
C (-1.2051, 0.3104, -1.0773)
C (-2.1449, 1.0022, -1.8282)
C (-2.8343, 0.3285, -2.8277)
C (-2.5672, -1.0127, -3.0420)
C (-1.6188, -1.6449, -2.2577)
N (-0.9483, -1.0045, -1.2993)
H (3.2159, -0.5419, 3.8050)
H (2.5795, 1.0641, 3.6382)
H (-0.0370, 3.0492, -1.5578)
H (-0.3447, 5.4230, -1.0062)
H (-1.1182, 6.0749, 1.2473)
H (-1.5532, 4.3452, 2.9546)
H (-1.2028, 1.9698, 2.4241)
H (-2.3545, 2.0333, -1.6098)
H (-3.5722, 0.8476, -3.4194)
H (-3.0803, -1.5766, -3.8040)
H (-1.3701, -2.6920, -2.3807)
O (4.0820, -6.6882, 0.5946)
C (3.2908, -5.8696, 0.2658)
S (1.6525, -5.7545, 0.9602)
C (1.0935, -4.4637, -0.0703)
C (2.0081, -3.9375, -0.9586)
S (1.6999, -2.5962, -2.0329)
S (3.6130, -4.6156, -0.9635)
S (-0.5271, -3.8654, 0.1520)